Molecular formula: C18H18F6N4O2Pd
Method: DFT, the ωB97M-V functional and the def2-TZVPD basis

Properties
Net charge   -2
Frontier orbital gap   4.50 eV
DFT total energy   -48796.532 eV
Highest occupied orbital energy   -0.1 eV

```
49
Properties=species:S:1:pos:R:3:forces:R:3:mulliken_charge:R:1
Pd -0.6527 1.0364 -0.8351 0.5 -0.2 -0.1 -1.28
N -0.5878 0.4903 2.1030 0.1 0.0 -0.1 -0.73
C -0.7030 -0.8441 1.5088 -0.3 0.0 -0.1 1.38
C -1.8187 -1.6374 2.2207 0.1 -0.2 -0.1 -1.02
C -1.9751 -3.1128 1.8336 0.1 0.0 0.2 -0.91
C -0.7392 -3.9756 2.1261 -0.1 0.0 0.1 -0.67
N 0.2852 -3.6825 1.1525 0.0 -0.3 0.1 -0.38
C 1.5084 -3.5293 1.4443 0.1 -0.1 0.0 0.58
N 2.0821 -3.7423 2.6985 0.0 0.1 0.0 -0.51
N 2.4023 -3.1013 0.4733 0.0 -0.1 0.1 -0.64
C -1.0227 -0.7617 -0.0365 0.7 0.3 0.4 0.89
O -0.5336 -1.9225 -0.7173 -0.2 0.3 -0.1 -0.76
O -2.2213 -0.3612 -0.3190 -0.4 0.0 0.3 -0.83
H -0.6594 0.4481 3.1161 -0.1 -0.1 -0.1 0.25
H -1.3324 1.0807 1.7477 0.0 0.1 -0.1 0.21
H 0.2555 -1.3415 1.6709 0.0 0.1 -0.1 -0.50
H -2.7525 -1.1205 1.9859 0.0 0.0 0.0 0.29
H -1.6523 -1.5680 3.3062 0.0 -0.1 0.0 0.35
H -2.1993 -3.1880 0.7671 -0.1 0.0 0.0 0.34
H -2.8262 -3.5256 2.3891 0.0 -0.1 -0.1 0.44
H -1.0165 -5.0371 2.0525 0.0 0.0 0.0 0.27
H -0.4226 -3.7878 3.1658 0.0 0.0 0.0 0.44
H -0.3579 -2.6001 -0.0434 0.2 -0.1 -0.2 0.30
H 1.5791 -4.3858 3.2843 0.0 0.0 0.0 0.21
H 3.0758 -3.8985 2.6907 0.0 0.0 0.0 0.24
H 1.9177 -2.6341 -0.2871 0.0 0.0 0.0 0.30
H 3.1409 -2.5129 0.8329 0.0 0.1 0.0 0.28
F 5.4969 1.0380 -2.4248 0.0 0.0 0.0 -0.39
C 4.1667 1.0299 -2.0458 0.0 0.0 0.0 0.67
C 3.5057 -0.1732 -1.9361 0.1 0.0 0.0 -0.67
C 2.1673 -0.1600 -1.5392 -0.1 0.0 0.1 0.41
C 1.4482 1.0109 -1.2392 -0.6 0.2 0.1 -1.29
C 2.1935 2.1948 -1.3971 0.0 0.0 0.1 0.27
C 3.5310 2.2253 -1.7921 0.1 0.0 0.0 -0.78
H 4.0307 -1.0961 -2.1670 0.0 0.0 0.0 0.40
H 1.6495 -1.1146 -1.4755 -0.1 0.1 -0.1 0.56
H 1.7062 3.1470 -1.2061 0.0 0.0 0.0 0.29
H 4.0732 3.1583 -1.9131 0.0 0.0 0.0 0.38
F -1.1523 2.4915 -3.6397 0.0 0.1 -0.3 -0.30
C -1.7080 3.3060 -2.7074 0.2 -0.2 0.6 1.45
C -1.5272 3.0136 -1.3579 -0.2 0.3 -0.6 -1.61
C -2.1653 3.9178 -0.5266 0.4 -0.5 -0.1 1.19
F -2.0912 3.7486 0.8294 -0.1 0.1 0.1 -0.33
C -2.8969 5.0116 -0.9505 0.0 0.1 0.0 -0.37
F -3.4923 5.8631 -0.0748 0.0 0.1 0.0 -0.34
C -3.0216 5.2560 -2.3031 0.1 -0.1 0.1 0.95
F -3.7171 6.3293 -2.7478 -0.1 0.1 -0.1 -0.36
C -2.4210 4.3848 -3.1937 0.0 0.1 -0.1 -0.35
F -2.5496 4.6322 -4.5232 0.0 0.0 -0.1 -0.34
```
Positions in Å, forces in eV/Å.

Molecular formula: C18H18I2NO2Ru
Method: DFT, the ωB97M-V functional and the def2-TZVPD basis

Properties
Net charge   +2
Frontier orbital gap (spin up / spin down)   7.38 / 5.95 eV
⟨S²⟩   0.777
DFT total energy   -43312.127 eV
Highest occupied orbital energy (spin up / spin down)   -14.3 / -14.9 eV
2S+1   2

```
42
Properties=species:S:1:pos:R:3:forces:R:3:mulliken_spin:R:1
Ru -0.0867 -0.4987 0.9764 0.7 0.6 0.4 0.00
C -1.4791 2.0669 2.5883 0.1 0.0 0.0 0.00
C -0.6947 0.7961 2.6603 -0.3 0.1 0.1 0.00
C -1.3579 -0.4355 2.8359 0.0 -0.1 -0.2 0.00
C -0.6238 -1.6402 2.8294 -0.1 -0.1 -0.2 0.00
C 0.7753 -1.6418 2.6794 -0.2 -0.2 0.0 0.00
C 1.4390 -0.4046 2.5356 0.1 -0.3 0.0 0.00
C 0.7160 0.7962 2.5019 0.0 0.3 0.2 0.00
H -1.6451 2.4303 3.6049 0.0 0.0 0.0 0.00
H -2.4502 1.9021 2.1251 0.0 0.0 0.0 0.00
H -0.9473 2.8385 2.0353 0.0 0.0 0.0 0.00
H -2.4350 -0.4653 2.9191 0.0 0.0 0.0 0.00
H -1.1541 -2.5819 2.8908 0.0 0.0 0.0 0.00
H 1.3119 -2.5793 2.6647 0.1 0.0 0.0 0.00
H 2.5083 -0.3968 2.3690 0.0 0.1 0.0 0.00
H 1.2257 1.7326 2.3198 0.0 0.0 0.0 0.00
I -2.0049 3.3517 -2.0767 0.0 0.0 0.0 0.06
C -0.2789 2.2613 -2.2597 0.0 -0.1 0.1 0.13
C 0.5972 2.4635 -3.3132 0.1 0.0 0.0 -0.09
C 1.7706 1.7280 -3.4529 0.0 0.0 0.0 0.23
I 2.9804 2.1232 -5.0566 0.0 0.0 0.0 0.11
C 2.1179 0.7107 -2.4856 0.0 0.0 -0.1 -0.02
C 3.2694 -0.0927 -2.5346 0.0 0.0 0.0 0.04
C 3.4767 -1.0331 -1.5538 0.0 0.0 0.0 0.01
C 2.5469 -1.1708 -0.5236 0.0 0.0 0.1 -0.01
N 1.4589 -0.4152 -0.4469 -0.2 -0.1 -0.4 0.01
C 1.2432 0.5032 -1.4189 -0.1 0.0 0.0 0.11
C 0.0183 1.2690 -1.2731 0.1 0.1 -0.2 0.14
O -0.7288 1.0324 -0.2848 -0.1 -0.3 0.0 0.25
H 0.3623 3.2172 -4.0526 0.0 0.0 0.0 0.00
H 3.9831 0.0279 -3.3385 0.0 0.0 0.0 0.01
H 4.3496 -1.6699 -1.5664 0.0 0.0 0.0 0.00
H 2.6870 -1.9069 0.2569 0.0 0.0 0.0 0.00
C -3.3237 -1.1547 -0.0719 0.0 0.0 0.0 0.00
C -2.3754 -1.7861 -1.0523 0.0 0.0 0.0 0.00
O -0.9966 -1.7369 -0.5381 0.0 -0.2 0.1 0.00
H -4.3262 -1.1672 -0.5004 0.0 0.0 0.0 0.00
H -3.0565 -0.1145 0.1203 0.0 0.0 0.0 0.00
H -3.3542 -1.7098 0.8658 0.0 0.0 0.0 0.00
H -2.3715 -1.2608 -2.0062 0.0 0.0 0.0 0.00
H -2.6126 -2.8344 -1.2238 0.0 0.0 0.0 0.00
H -0.5345 -2.5537 -0.7483 -0.1 0.0 0.0 0.00
```
Positions in Å, forces in eV/Å.

Molecular formula: C18H18IN3O3RuSe
Method: DFT, the ωB97M-V functional and the def2-TZVPD basis

Properties
Net charge   +1
Frontier orbital gap (spin up / spin down)   7.67 / 6.52 eV
⟨S²⟩   0.757
DFT total energy   -105593.420 eV
Highest occupied orbital energy (spin up / spin down)   -11.5 / -11.4 eV
2S+1   2

```
45
Properties=species:S:1:pos:R:3:forces:R:3:mulliken_spin:R:1
Ru -1.8382 -0.5642 -0.3135 0.3 0.4 0.1 0.77
C -1.9660 0.8631 3.9713 0.0 0.0 0.0 0.00
C -0.7292 0.1571 3.5088 0.0 0.0 0.1 0.01
N 0.1206 -0.2947 4.4047 0.0 0.0 0.0 -0.01
C 1.2263 -0.9425 4.0039 0.0 0.0 0.0 0.02
C 1.5604 -1.1493 2.6879 0.0 0.0 0.0 -0.01
C 2.8308 -1.8721 2.3223 0.0 0.0 0.0 0.00
O 2.6162 -2.9347 1.4039 0.0 0.0 0.0 0.00
C 0.6581 -0.6874 1.7040 0.0 -0.1 -0.2 -0.01
C 1.0147 -0.8130 0.3074 0.0 0.0 0.1 0.02
N 0.2198 -0.6245 -0.6943 -0.2 -0.1 0.0 0.01
C 0.7796 -0.6465 -2.0072 0.1 0.1 0.1 0.00
C 2.0742 -0.1936 -2.2559 0.0 0.0 0.0 0.00
C 2.6211 -0.2787 -3.5245 0.0 0.0 0.0 0.00
C 1.8809 -0.8050 -4.5722 0.0 0.0 0.0 0.00
C 0.5769 -1.2198 -4.3520 0.0 0.0 0.0 0.00
C 0.0406 -1.1214 -3.0794 -0.1 0.0 -0.2 0.00
I -1.9571 -1.6523 -2.7926 -0.1 -0.1 -0.1 -0.01
C -0.5133 -0.0497 2.1245 -0.1 0.1 -0.1 0.03
O -1.4254 0.4229 1.2768 0.1 -0.1 0.1 0.12
H -1.8815 1.0763 5.0331 0.0 0.0 0.0 0.00
H -2.8460 0.2380 3.8049 0.0 0.0 0.0 0.00
H -2.1213 1.7888 3.4171 0.0 0.0 0.0 0.00
H 1.8736 -1.3056 4.7942 0.0 0.0 0.0 0.00
H 3.3203 -2.2202 3.2345 0.0 0.0 0.0 0.00
H 3.5306 -1.1950 1.8268 0.0 0.0 0.0 0.00
H 2.0863 -3.6167 1.8315 0.0 0.0 0.0 0.00
H 2.0475 -1.0657 0.0932 0.0 0.0 0.0 0.00
H 2.6524 0.2479 -1.4548 0.0 0.0 0.0 0.00
H 3.6278 0.0775 -3.6942 0.0 0.0 0.0 0.00
H 2.3056 -0.8773 -5.5637 0.0 0.0 0.0 0.00
H -0.0165 -1.6084 -5.1684 0.0 0.0 0.0 0.00
Se -4.1195 -1.2763 0.3511 -0.3 -0.3 0.0 0.08
C -2.6913 -2.3405 0.7616 0.2 0.3 -0.1 0.00
N -1.5427 -2.5974 0.7215 -0.1 -0.2 0.2 -0.02
C -0.4441 2.6290 -0.8976 0.0 0.0 0.0 0.00
C -1.8415 2.3468 -1.3340 0.1 0.0 0.1 0.00
C -2.6184 3.4474 -1.9768 0.0 0.0 0.0 0.00
O -2.3921 1.2585 -1.1748 0.1 -0.2 -0.2 0.00
H -0.4565 3.4911 -0.2276 0.0 0.0 0.0 0.00
H 0.1503 2.9152 -1.7683 0.0 0.0 0.0 0.00
H 0.0050 1.7813 -0.3891 -0.1 0.1 0.0 0.00
H -2.0042 3.9806 -2.7021 0.0 0.0 0.0 0.00
H -2.8929 4.1670 -1.2004 0.0 0.0 0.0 0.00
H -3.5219 3.0640 -2.4416 0.0 0.0 0.0 0.00
```
Positions in Å, forces in eV/Å.

Molecular formula: C18H18IrN2O4
Method: DFT, the ωB97M-V functional and the def2-TZVPD basis

Properties
Net charge   -1
Frontier orbital gap   6.47 eV
DFT total energy   -32966.439 eV
Highest occupied orbital energy   -3.4 eV

```
43
Properties=species:S:1:pos:R:3:forces:R:3:mulliken_charge:R:1
Ir -0.5933 0.2968 0.3923 -2.1 0.4 -2.6 0.48
C -1.7255 -1.9548 3.9021 -0.1 0.0 0.1 -0.35
O -0.6341 -2.8622 3.9736 0.1 0.2 -0.2 -0.48
C 0.4203 -2.8146 3.0864 0.1 -0.6 0.5 0.39
C 1.3472 -3.8227 3.2906 -0.3 0.4 -0.1 -0.65
C 2.4881 -3.9086 2.4980 0.2 -0.1 -0.1 -0.52
C 2.6874 -2.9990 1.4901 0.0 0.1 -0.1 -1.02
C 1.7571 -1.9744 1.2200 -0.4 -0.5 0.8 0.42
C 2.0403 -1.0991 0.1316 0.1 0.7 -0.8 -0.22
N 1.2671 -0.1511 -0.3109 -0.3 -0.4 1.5 0.37
N 1.6827 0.5921 -1.3587 0.8 0.7 -1.1 -0.87
C 0.8032 1.5029 -1.7108 -0.6 -0.9 1.4 0.09
O -0.3364 1.6640 -1.1117 0.2 0.1 -0.4 -0.66
C 1.1151 2.4007 -2.8239 0.2 0.6 -0.7 0.43
C 2.2993 2.2863 -3.5575 -0.2 -0.1 0.2 -0.30
C 2.5624 3.1469 -4.6069 0.0 0.1 -0.2 -0.55
C 1.6566 4.1434 -4.9510 0.0 -0.1 0.1 -0.36
C 0.4840 4.2740 -4.2172 0.1 0.1 -0.2 -0.55
C 0.2147 3.4135 -3.1689 0.1 -0.3 0.2 -0.40
C 0.5963 -1.8591 2.0562 0.3 0.7 -0.7 0.93
O -0.2647 -0.8859 1.9386 -0.6 -0.7 0.8 -0.88
H -2.4335 -2.3113 4.6531 0.0 0.0 0.0 0.28
H -2.2029 -1.9540 2.9247 0.0 0.0 0.0 -0.02
H -1.4272 -0.9341 4.1398 0.0 0.0 0.0 0.24
H 1.1553 -4.5277 4.0891 0.0 0.0 0.0 0.40
H 3.2128 -4.6929 2.6795 0.0 0.0 0.0 0.35
H 3.5805 -3.0546 0.8772 0.0 0.0 0.0 0.30
H 2.9873 -1.2310 -0.3901 0.0 -0.1 0.0 0.34
H 2.9962 1.5072 -3.2812 0.0 0.0 0.0 0.42
H 3.4807 3.0395 -5.1722 0.0 0.0 0.0 0.35
H 1.8631 4.8038 -5.7840 0.0 0.0 0.0 0.36
H -0.2277 5.0508 -4.4710 0.0 0.0 0.0 0.37
H -0.6953 3.4996 -2.5915 0.0 0.0 0.0 0.45
C -3.3003 -1.6500 0.3789 0.2 -0.5 0.1 -0.68
O -3.4992 -0.3364 0.8674 -0.4 0.4 -1.3 -0.32
C -2.5933 0.5962 0.4705 3.2 -0.3 3.7 0.34
C -3.1454 1.9415 0.8422 -0.7 0.1 -1.1 -1.08
H -3.6308 -2.3472 1.1502 0.0 0.0 0.0 0.22
H -2.2460 -1.8212 0.1464 0.0 0.1 0.1 0.25
H -3.8966 -1.8096 -0.5246 0.0 0.1 0.1 0.28
H -4.2372 1.9690 0.7153 0.0 0.2 0.0 0.38
H -2.6773 2.7117 0.2302 0.0 0.0 0.1 0.21
H -2.9312 2.1616 1.8882 0.2 -0.2 0.0 0.24
```
Positions in Å, forces in eV/Å.

Molecular formula: C18H18N2
Method: DFT, the ωB97M-V functional and the def2-TZVPD basis

Properties
Net charge   -1
Frontier orbital gap (spin up / spin down)   1.69 / 5.38 eV
⟨S²⟩   0.768
DFT total energy   -21936.581 eV
Highest occupied orbital energy (spin up / spin down)   0.8 / -2.9 eV
2S+1   2

```
38
Properties=species:S:1:pos:R:3:forces:R:3:mulliken_spin:R:1
C 3.7476 -2.4220 0.4953 0.8 -0.1 0.8 -0.06
C 2.0387 -2.4666 -1.5023 1.7 -0.2 0.3 -0.37
C 3.2819 -2.8020 -0.8504 -1.3 0.0 -0.9 -0.02
C 1.9713 -3.2096 -2.6978 -0.1 -0.6 0.3 0.50
C 3.9289 -3.6840 -1.6749 0.5 -0.6 -0.9 0.31
C -0.2137 -1.7060 -1.8728 -1.3 -1.4 -1.0 -0.48
C -0.4163 -2.6852 -2.8611 1.9 0.8 0.5 0.42
C 1.0118 -1.5395 -1.2160 -1.5 0.8 0.4 0.69
C 0.7669 -3.3160 -3.3646 -1.0 -0.9 -1.5 -0.06
N 3.1480 -3.9434 -2.8283 0.0 1.0 1.5 -0.06
H -1.1765 -1.2369 -1.6717 0.5 0.7 0.8 -0.13
H -1.3813 -2.9195 -3.2804 -0.1 0.2 -0.1 0.06
H 1.0101 -0.8588 -0.3727 0.4 -0.1 0.1 0.17
H 0.6340 -4.0259 -4.1837 0.3 0.1 0.1 -0.05
H 3.5198 -1.3995 0.8152 0.2 0.0 -0.4 -0.01
H 4.8305 -2.6202 0.5319 -0.1 0.5 0.1 0.02
H 4.8916 -4.1677 -1.6005 0.0 0.1 0.2 0.02
H 3.4654 -4.5465 -3.5550 -0.4 0.0 -0.3 0.00
H 3.3697 -3.0456 1.3101 -0.4 -0.2 -0.1 0.00
C -0.0977 4.6830 2.1078 -1.0 0.6 -0.5 0.02
C -2.7914 2.0994 2.0977 -1.1 0.8 0.6 0.10
C -1.6843 2.6919 1.4548 -0.8 0.0 0.7 -0.05
C -1.2604 3.7563 2.3433 1.4 0.3 -0.7 -0.04
C -2.0670 3.7794 3.4187 -0.3 -0.8 0.0 -0.01
C -3.7763 1.3059 1.4819 2.6 0.1 0.9 -0.04
C -3.3577 0.7934 0.2662 -1.7 0.6 -0.3 0.09
C -2.2235 1.3033 -0.3987 -0.2 0.2 -0.2 -0.17
C -1.4235 2.2950 0.1408 0.0 -0.5 0.2 0.12
N -2.9534 2.7011 3.3476 0.3 0.7 -0.2 0.00
H -4.6302 1.1301 2.1199 -0.5 -0.6 -0.7 -0.01
H -4.1206 0.2232 -0.2585 0.6 -0.4 -0.3 0.01
H -3.8237 2.7089 3.8483 -0.1 -0.2 -0.1 0.00
H -2.0422 1.0188 -1.4250 0.0 -0.3 0.0 -0.04
H -2.0464 4.4768 4.2398 0.0 -0.2 0.2 0.00
H -0.6397 2.7354 -0.4590 0.1 0.0 0.1 0.06
H -0.0112 5.3896 2.9339 0.3 -0.2 0.1 0.00
H -0.3210 5.3135 1.2332 0.1 -0.2 0.0 0.00
H 0.8419 4.1903 1.8873 0.1 -0.2 0.2 -0.01
```
Positions in Å, forces in eV/Å.

Molecular formula: C18H18N2
Method: DFT, the ωB97M-V functional and the def2-TZVPD basis

Properties
Frontier orbital gap   8.70 eV
DFT total energy   -21938.146 eV
Highest occupied orbital energy   -8.0 eV

```
38
Properties=species:S:1:pos:R:3:forces:R:3:mulliken_charge:R:1
C 4.2510 -3.7268 -0.6617 0.2 -0.2 0.3 -1.43
C 1.9687 -1.1260 0.8274 1.4 -0.4 0.3 -0.07
C 2.7327 -2.3257 0.9578 -0.8 0.2 -0.1 0.99
C 3.4301 -2.5368 -0.2723 0.0 -0.9 -0.9 0.66
C 3.0817 -1.5315 -1.1025 0.5 1.6 0.9 -0.72
C 1.2365 -0.6242 1.8959 -0.4 -0.1 -0.2 -0.21
C 1.1614 -1.3912 3.0445 0.4 0.4 -0.1 -0.64
C 1.8497 -2.6008 3.1598 -0.3 0.2 -0.1 -0.68
C 2.6222 -3.0833 2.1175 -0.5 -0.4 0.8 -0.45
N 2.3299 -0.5884 -0.3901 -0.5 -0.4 -1.0 -0.18
H 0.6945 0.3008 1.7804 -0.1 0.1 0.3 0.17
H 0.6213 -1.0346 3.9081 -0.2 0.1 0.0 0.39
H 1.7856 0.0277 -0.9696 -0.1 0.3 0.4 0.25
H 1.6808 -3.1339 4.0852 0.3 -0.3 -0.1 0.36
H 3.5029 -1.1296 -2.0128 -0.1 -0.7 -0.3 0.39
H 3.0050 -4.0920 2.2241 0.4 0.2 -0.2 0.30
H 3.7734 -4.3415 -1.4168 -0.3 0.0 -0.2 0.31
H 4.4000 -4.3932 0.1859 0.2 0.1 0.1 0.31
H 5.2246 -3.4537 -1.0707 0.0 0.1 0.2 0.33
C -0.6230 3.0806 1.0771 -0.3 0.0 0.9 -1.29
C -0.6637 1.0601 -0.4427 1.1 0.3 -0.7 0.33
C -1.2265 2.1804 0.0642 -0.3 -0.7 -0.2 0.17
C -2.5427 1.3037 -1.5917 -0.6 -0.6 -0.3 -0.25
C -2.5234 2.2658 -0.5851 0.8 1.1 0.1 0.76
C -3.6107 1.1730 -2.4858 0.7 -0.1 0.3 -0.69
C -3.5948 3.1530 -0.4487 -0.9 -0.7 0.4 -0.54
C -4.6787 2.0160 -2.3037 -0.3 0.6 -0.1 -0.42
C -4.7026 2.9498 -1.2507 0.5 0.3 -0.3 -0.55
N -1.3719 0.5650 -1.5330 -0.2 0.2 0.7 -0.14
H 0.3410 0.7048 -0.2541 -0.5 0.0 0.1 -0.17
H -1.3249 -0.4032 -1.7977 0.0 0.0 -0.1 0.26
H -1.3546 3.2328 1.8701 -0.1 0.3 0.1 0.33
H -0.3138 4.0665 0.7284 -0.2 -0.1 -0.3 0.31
H -3.4932 0.4428 -3.2759 -0.4 0.1 -0.2 0.38
H -3.6844 3.8438 0.3811 0.4 0.2 -0.1 0.34
H -5.4862 2.1115 -3.0194 -0.1 -0.6 0.0 0.36
H -5.5681 3.5874 -1.1395 -0.1 0.0 0.0 0.38
H 0.2414 2.6418 1.5788 0.1 -0.1 -0.2 0.38
```
Positions in Å, forces in eV/Å.